1.
The following is a quantum chemistry calculation of 2 unconnected molecules or ions with the total composition C9H18N2 at a distorted geometry, from the OMol25 dataset.

ORCA input file:
```
! RIJCOSX wB97M-V def2-TZVPD def2/J DEFGRID3
* xyz 0 1
H 4.140 -0.180 1.326
C -2.458 0.212 0.374
H -2.752 0.910 -2.945
H 1.285 -1.128 0.535
C -2.861 -0.908 1.343
C -1.061 -0.741 -1.686
H -3.623 1.551 -1.416
H -1.317 -1.555 -2.339
H 2.084 -0.689 -2.338
C 3.060 -0.280 1.492
H -3.646 -1.561 0.924
C 2.408 1.104 1.546
H -3.270 0.966 0.461
H 1.411 1.029 2.017
H -1.963 -1.408 1.733
H 3.020 1.863 2.073
C 2.312 -0.839 0.285
H 2.867 -0.877 2.387
N 2.308 1.425 0.128
H -1.561 0.690 0.833
C -2.197 0.078 -1.099
C 2.182 0.312 -0.674
H -0.489 -1.210 -0.814
H 1.890 2.308 -0.158
H -3.335 -0.493 2.244
C -2.867 0.932 -1.857
N 2.028 0.268 -1.929
H -0.418 -0.105 -2.277
H 2.824 -1.673 -0.169
*
```

Results
Gap between HOMO and LUMO in Eh: 0.3534
Structure (SMILES): [H]/N=C1\CCCN1.C=C(C)CC
Energy above the lowest of the compared OMol25 structures with the same formula, charge and spin in kJ/mol: 121.0

Quick look at the Mulliken charges, all values in e:
1 H 0.30
2 C -0.32
3 H 0.30
4 H 0.08
5 C -1.11
6 C -0.98
7 H 0.29
8 H 0.45
9 H 0.24
10 C -0.66
11 H 0.34
12 C -0.48
13 H 0.25
14 H 0.21
15 H 0.24
16 H 0.31
17 C -0.34
18 H 0.32
19 N -0.29
20 H 0.13
21 C 0.77
22 C 0.57
23 H 0.00
24 H 0.28
25 H 0.35
26 C -1.10
27 N -0.92
28 H 0.39
29 H 0.40



2.
The following is a quantum chemistry calculation of 2 unconnected molecules or ions with the total composition C9H18N3 at a distorted geometry, from the OMol25 dataset.

ORCA input file:
```
! RIJCOSX wB97M-V def2-TZVPD def2/J DEFGRID3
* xyz 1 1
C -0.894 0.968 1.073
N 3.704 1.385 0.908
H -0.150 -1.838 0.703
H 2.006 -0.886 2.370
N 2.807 0.394 0.955
H -2.093 1.613 -1.513
H 3.335 -1.569 1.403
N 2.313 1.531 -0.642
C -0.385 -1.089 -0.197
C -1.263 0.900 -1.481
H 1.314 -2.141 -1.043
C 3.404 2.050 -0.110
H -0.384 1.596 -1.432
H -0.268 -2.064 -1.967
C -2.660 -0.653 0.070
H 3.699 3.023 -0.343
H -2.543 -1.365 0.832
C 2.919 -0.609 1.980
H 0.792 -0.722 -1.962
C 0.399 -1.535 -1.327
C 1.925 0.446 0.030
H 0.155 1.182 1.017
H -1.340 2.065 0.987
H -2.983 -1.047 -0.901
H -1.190 0.516 2.002
H 1.655 2.047 -1.211
H -1.247 0.471 -2.416
H -3.458 -0.016 0.415
H 3.595 -0.296 2.682
C -1.242 0.089 -0.141
*
```

Results
Gap between HOMO and LUMO in Eh: 0.2861
Energy above the lowest of the compared OMol25 structures with the same formula, charge and spin in kJ/mol: 418.6

Quick look at the Mulliken charges, all values in e:
1 C -1.33
2 N -0.93
3 H 0.37
4 H 0.33
5 N 0.83
6 H 0.43
7 H 0.29
8 N 0.13
9 C 0.01
10 C -1.66
11 H 0.34
12 C -0.14
13 H 0.19
14 H 0.42
15 C -1.73
16 H 0.43
17 H 0.49
18 C -0.87
19 H 0.38
20 C -1.29
21 C -0.65
22 H 0.35
23 H 0.31
24 H 0.43
25 H 0.42
26 H 0.27
27 H 0.47
28 H 0.43
29 H 0.33
30 C 1.96



3.
The following is a quantum chemistry calculation of a single C9H18N3O9P3 molecule at a distorted geometry, from the OMol25 dataset.

ORCA input file:
```
! RIJCOSX wB97M-V def2-TZVPD def2/J DEFGRID3
* xyz 0 1
H -0.848 -4.713 1.988
N 1.122 0.821 -0.384
C 4.730 -0.367 0.543
C -1.058 -0.494 0.554
H -0.637 -2.962 2.626
O -2.776 -1.519 2.771
C -0.892 -3.648 1.691
P 2.773 0.466 2.066
H 3.108 1.408 -4.564
H 1.960 2.810 -4.952
P 0.038 1.522 -3.024
H 4.985 -1.061 1.344
H 1.039 2.619 4.210
H -3.054 0.591 -3.047
H 2.658 2.566 -3.346
H -0.008 -3.407 0.984
O -1.300 0.941 -3.823
C 2.349 2.012 -4.230
C -5.168 -1.610 1.073
H 1.487 0.869 4.581
C 0.010 0.692 -1.197
O 3.989 0.760 1.047
H 4.165 -0.722 -0.309
N -1.058 0.034 -0.784
O 2.636 1.753 3.106
H -5.784 -1.889 0.274
O 1.390 1.080 -3.926
O 0.012 2.995 -3.005
C 1.136 0.328 0.893
P -2.550 -1.652 1.305
H 5.716 0.146 0.250
N 0.007 -0.243 1.302
C -2.621 1.389 -3.543
O -3.968 -1.178 0.540
H 0.474 1.328 3.147
O 3.134 -0.726 2.873
H -5.088 -2.443 1.793
H -3.233 1.580 -4.495
O -2.120 -3.177 1.127
C 1.378 1.590 3.832
H -5.516 -0.769 1.641
H -2.619 2.282 -2.930
*
```

Results
Gap between HOMO and LUMO in Eh: 0.3320
Structure (SMILES): COP(=O)(OC)c1nc(P(=O)(OC)OC)nc(P(=O)(OC)OC)n1
Energy above the lowest of the compared OMol25 structures with the same formula, charge and spin in kJ/mol: 182.9

Quick look at the Mulliken charges, all values in e:
1 H 0.29
2 N -0.38
3 C -0.66
4 C 0.29
5 H 0.30
6 O -0.65
7 C -0.58
8 P 1.15
9 H 0.28
10 H 0.25
11 P 0.86
12 H 0.33
13 H 0.26
14 H 0.29
15 H 0.31
16 H 0.22
17 O -0.37
18 C -0.62
19 C -0.69
20 H 0.29
21 C 0.49
22 O -0.38
23 H 0.28
24 N -0.34
25 O -0.38
26 H 0.27
27 O -0.36
28 O -0.69
29 C 0.40
30 P 0.74
31 H 0.21
32 N -0.28
33 C -0.62
34 O -0.31
35 H 0.22
36 O -0.71
37 H 0.33
38 H 0.22
39 O -0.32
40 C -0.56
41 H 0.27
42 H 0.32



4.
The following is a quantum chemistry calculation of 2 unconnected molecules or ions with the total composition C9H18N3S at a distorted geometry, from the OMol25 dataset.

ORCA input file:
```
! RIJCOSX wB97M-V def2-TZVPD def2/J DEFGRID3
* xyz 1 1
H 1.516 0.830 -0.694
C 0.333 -0.608 2.830
C -0.954 -0.324 -0.711
H -0.017 -1.305 -2.303
C 2.197 -0.654 1.118
H 3.312 2.593 0.014
H -0.010 0.084 3.500
H 2.829 -1.141 1.917
H -2.675 -1.792 -4.354
N 0.966 -0.119 1.590
H 0.893 2.556 -0.175
H -4.056 -0.428 -2.268
H -1.263 1.981 1.040
C -1.970 -2.207 -3.633
H -1.036 -2.315 -4.040
H -2.199 -3.219 -3.390
H 1.933 -1.351 0.385
C 0.521 0.981 1.082
H -0.570 -1.354 2.601
C -1.939 -1.177 -2.542
H 0.986 -1.344 3.284
C -0.627 1.676 1.748
S -2.530 0.294 -0.608
H -1.211 1.016 2.337
C -3.042 -0.600 -2.015
H 2.792 -0.032 0.609
H 2.735 2.647 1.455
C 1.453 1.708 0.100
N -0.820 -0.971 -1.833
N 2.757 2.027 0.666
H -0.304 2.548 2.293
*
```

Results
Gap between HOMO and LUMO in Eh: 0.3325
Energy above the lowest of the compared OMol25 structures with the same formula, charge and spin in kJ/mol: 258.1

Quick look at the Mulliken charges, all values in e:
1 H 0.37
2 C -1.25
3 C -0.09
4 H 0.23
5 C -1.25
6 H 0.24
7 H 0.57
8 H 0.31
9 H 0.34
10 N 0.47
11 H 0.44
12 H 0.43
13 H 0.65
14 C -1.35
15 H 0.42
16 H 0.31
17 H 0.48
18 C 1.08
19 H 0.31
20 C 0.19
21 H 0.34
22 C -2.02
23 S -0.11
24 H 0.65
25 C -0.29
26 H 0.57
27 H 0.22
28 C -1.09
29 N 0.04
30 N -0.52
31 H 0.29



| no. | lowest unoccupied orbital energy (eV) |
| --- | --- |
| 1 | 0.80 |
| 2 | -5.24 |
| 3 | -1.18 |
| 4 | -2.94 |